H3NO | ωB97M-V with the def2-TZVPD basis set

SMILES string: NO
Largest force on an atom (eV/A): 5.022
Gap between HOMO and LUMO (eV): 10.477
Total energy (Eh): -131.6834
ΔE to the lowest compared entry with this formula, charge and spin (kJ/mol): 97.06

Geometry (Å):
N: 0.68426 -0.10567 -0.10856
O: -0.71836 -0.10824 -0.03366
H: 1.12181 1.01012 -0.13138
H: 0.94734 -0.28494 0.85684
H: -1.11212 0.88043 0.30374

***

H3NO2S2 | ωB97M-V with the def2-TZVPD basis set

Largest force on an atom (eV/A): 3.184
Gap between HOMO and LUMO (eV): 9.873
Total energy (Eh): -1003.3464
ΔE to the lowest compared entry with this formula, charge and spin (kJ/mol): 0.00

Geometry (Å):
N: 1.48372 0.03157 -0.49081
O: -0.75709 -0.65892 -0.35033
O: 0.01175 1.31010 1.02628
S: -2.41527 -0.48288 -0.13646
S: 0.07681 0.88057 -0.33829
H: 1.85532 -0.48213 0.23429
H: 2.21926 0.24597 -1.16634
H: -2.47450 -0.84428 1.22166